{"formula": "C31H44BrN5PtS", "method": "the ωB97M-V functional and the def2-TZVPD basis", "lumo_ev": 0.60, "e_above_lowest_kcal_mol": 0.0, "homo_ev": -6.5734, "charge": 0, "orbital_gap_ha": 0.2634, "species": ["Pt", "C", "N", "C", "C", "C", "C", "C", "C", "C", "N", "C", "C", "C", "C", "C", "C", "N", "C", "C", "H", "H", "H", "H", "H", "H", "H", "H", "H", "H", "H", "H", "H", "H", "H", "H", "H", "H", "H", "H", "C", "C", "C", "C", "N", "C", "S", "N", "C", "C", "C", "C", "H", "H", "H", "H", "H", "H", "H", "H", "H", "H", "H", "H", "H", "H", "H", "H", "H", "H", "H", "H", "Br", "C", "C", "C", "C", "C", "C", "H", "H", "H", "H"], "coordinates": [[-0.1833, -0.3355, -0.7017], [1.2875, 0.6152, -3.0183], [1.4366, 0.7097, -1.5398], [1.5423, 2.1331, -1.1714], [2.6544, -0.0575, -1.1706], [3.9107, 0.5014, -1.2769], [5.0433, -0.2500, -0.9831], [4.8928, -1.5658, -0.5811], [3.6359, -2.1410, -0.4770], [2.4823, -1.4051, -0.7790], [1.1833, -1.8206, -0.6343], [0.6372, -3.0725, -0.6808], [1.2824, -4.2745, -1.0058], [0.5759, -5.4662, -1.0679], [-0.7798, -5.5115, -0.8010], [-1.4418, -4.3303, -0.4766], [-0.7564, -3.1357, -0.4263], [-1.4318, -1.8658, -0.0324], [-2.8111, -1.7765, -0.5595], [-1.4828, -1.8301, 1.4548], [2.1592, 1.0659, -3.5012], [0.3849, 1.1422, -3.3205], [1.2113, -0.4314, -3.3015], [2.2994, 2.6396, -1.7745], [1.8037, 2.1909, -0.1167], [0.5781, 2.5984, -1.3523], [4.0285, 1.5330, -1.5791], [6.0244, 0.1994, -1.0500], [5.7651, -2.1529, -0.3226], [3.5402, -3.1447, -0.0947], [2.3287, -4.2656, -1.2638], [1.1005, -6.3734, -1.3418], [-1.3261, -6.4427, -0.8572], [-2.5031, -4.3631, -0.2753], [-3.4518, -2.5312, -0.1018], [-2.7891, -1.9085, -1.6385], [-3.2017, -0.7886, -0.3245], [-2.0854, -2.6683, 1.8156], [-1.9211, -0.8853, 1.7670], [-0.4704, -1.8896, 1.8476], [-0.6305, 5.0660, -0.2275], [-0.8410, 5.9256, 1.0124], [0.0477, 5.5190, 2.1923], [-0.4506, 4.3040, 2.9823], [0.0790, 3.0611, 2.4346], [0.2814, 1.8567, 3.0027], [1.2029, 0.6943, 2.1948], [-0.2651, 1.5503, 4.2020], [-1.4521, 2.0633, 4.8753], [-2.6628, 1.1278, 4.8071], [-2.6282, -0.0678, 5.7646], [-1.7920, -1.2572, 5.3010], [-1.2911, 5.3691, -1.0402], [-0.8482, 4.0160, -0.0218], [0.4011, 5.1423, -0.5818], [-1.8920, 5.8680, 1.3130], [-0.6539, 6.9738, 0.7698], [0.1534, 6.3566, 2.8834], [1.0600, 5.3063, 1.8312], [-1.5459, 4.2990, 2.9558], [-0.1392, 4.3887, 4.0248], [0.4594, 3.1110, 1.5036], [0.0730, 0.6593, 4.5257], [-1.7235, 3.0180, 4.4432], [-1.1991, 2.2532, 5.9230], [-2.7856, 0.7835, 3.7745], [-3.5449, 1.7315, 5.0368], [-3.6527, -0.4116, 5.9233], [-2.2755, 0.2741, 6.7432], [-2.1069, -1.5859, 4.3097], [-1.9082, -2.1011, 5.9818], [-0.7248, -1.0388, 5.2487], [-4.8114, 4.6068, -0.4916], [-3.5474, 3.1899, -0.5763], [-3.0423, 2.7870, -1.7991], [-2.0886, 1.7740, -1.8391], [-1.5921, 1.1434, -0.6875], [-2.1501, 1.5925, 0.5201], [-3.1146, 2.5897, 0.5925], [-3.3926, 3.2525, -2.7115], [-1.7328, 1.4648, -2.8168], [-1.8060, 1.1521, 1.4492], [-3.5168, 2.9075, 1.5474]], "forces_ev_per_angstrom": [[-0.088, -0.065, -0.126], [-0.033, 0.015, 0.022], [0.083, -0.112, -0.053], [0.011, 0.013, 0.080], [-0.054, -0.069, 0.011], [0.042, -0.017, 0.003], [0.002, 0.045, -0.004], [-0.022, -0.031, 0.006], [0.001, 0.061, -0.008], [-0.013, 0.013, 0.073], [-0.039, 0.029, -0.210], [-0.020, 0.008, 0.090], [-0.060, 0.008, -0.026], [0.088, 0.009, -0.008], [-0.097, 0.018, 0.009], [0.035, -0.027, 0.006], [0.070, 0.144, 0.025], [0.029, -0.174, 0.097], [0.062, 0.074, -0.025], [0.042, 0.026, -0.075], [-0.001, -0.001, -0.005], [0.007, 0.007, 0.002], [0.005, 0.000, -0.004], [-0.008, 0.004, -0.005], [-0.031, 0.021, 0.010], [-0.050, 0.043, 0.006], [-0.002, -0.001, -0.007], [-0.001, 0.002, -0.009], [-0.006, -0.008, 0.005], [0.003, -0.046, 0.001], [0.048, -0.008, -0.006], [0.006, 0.007, -0.001], [-0.004, 0.003, 0.010], [-0.033, 0.015, 0.015], [-0.027, -0.038, -0.001], [-0.002, 0.004, 0.003], [0.000, -0.064, -0.013], [-0.005, -0.009, 0.031], [-0.056, -0.018, 0.035], [-0.010, -0.009, -0.001], [0.004, -0.037, -0.003], [-0.016, -0.045, 0.025], [0.074, -0.043, -0.049], [0.045, 0.024, -0.007], [-0.015, -0.014, -0.063], [-0.177, -0.024, -0.144], [0.090, 0.078, 0.188], [0.150, 0.078, 0.170], [-0.047, -0.001, -0.039], [0.037, -0.023, -0.013], [0.013, 0.019, 0.002], [0.011, 0.009, -0.007], [0.010, 0.017, 0.003], [-0.014, -0.027, -0.041], [0.008, 0.004, -0.001], [0.009, 0.029, 0.033], [0.043, -0.009, -0.026], [-0.117, 0.001, 0.029], [0.023, 0.046, 0.039], [0.002, 0.048, 0.014], [0.029, -0.034, -0.005], [-0.018, -0.008, -0.002], [-0.032, -0.027, -0.013], [-0.011, -0.051, -0.005], [-0.011, 0.004, 0.002], [-0.018, -0.001, -0.004], [0.011, 0.010, 0.031], [-0.008, -0.005, -0.029], [-0.015, 0.004, 0.004], [0.005, -0.008, -0.034], [-0.001, 0.007, 0.005], [0.006, -0.005, 0.004], [-0.011, 0.009, 0.000], [0.033, -0.002, 0.002], [-0.030, -0.036, -0.011], [-0.011, 0.016, 0.030], [0.022, 0.110, -0.094], [0.030, -0.024, 0.001], [-0.008, 0.021, 0.009], [0.005, 0.004, 0.002], [0.009, 0.005, 0.001], [0.021, 0.023, 0.042], [0.000, -0.008, 0.004]]}